{
  "formula": "C16H22N5O5",
  "method": "the ωB97M-V functional and the def2-TZVPD basis",
  "e_tot_ha": -1272.73870,
  "homo_energy_ev": -10.68,
  "total_charge": 1,
  "elements": ["O", "O", "O", "O", "O", "C", "C", "C", "C", "C", "C", "C", "C", "C", "C", "C", "C", "N", "N", "N", "N", "N", "C", "C", "C", "C", "H", "H", "H", "H", "H", "H", "H", "H", "H", "H", "H", "H", "H", "H", "H", "H", "H", "H", "H", "H", "H", "H"],
  "coordinates": [[2.65002, -2.35539, 1.46011], [1.31067, -2.00922, -1.46464], [-3.38538, -0.10483, -2.69535], [0.85823, -1.04090, 1.19223], [2.44584, 3.01343, 4.07466], [2.11026, -1.28107, 1.63851], [0.23490, -1.50153, -1.70779], [-2.75122, -1.14955, -2.61826], [-3.03154, 1.66917, -0.31647], [-2.24294, 0.61305, 0.05298], [-1.09703, 2.47276, 0.40450], [5.04523, 0.63772, 3.03882], [4.43664, 1.77147, 3.57600], [4.27210, -0.34540, 2.41851], [3.04972, 1.91493, 3.50410], [2.86865, -0.22177, 2.32219], [2.26994, 0.92164, 2.88381], [-2.30368, 2.82364, -0.09338], [0.89813, 1.11025, 2.95591], [-2.42127, -1.87280, -3.69499], [-0.85789, -2.09959, -1.22492], [-1.03610, 1.12722, 0.50237], [0.18735, -0.21147, -2.50546], [-2.80221, -1.54502, -5.06879], [-2.65812, -0.84219, -0.00664], [-2.26816, -1.67834, -1.25304], [0.75786, -1.83353, 0.63053], [3.11275, 3.57006, 4.51638], [-4.02832, 1.59527, -0.74221], [-0.29273, 3.15373, 0.67449], [6.12396, 0.51815, 3.10033], [5.05101, 2.52894, 4.05416], [4.77926, -1.21578, 2.00440], [-2.61864, 3.76843, -0.29675], [0.70041, 1.88554, 3.59549], [0.39731, 0.24405, 3.14964], [-1.88429, -2.71353, -3.54994], [-0.66158, -2.99338, -0.79428], [-0.23986, 0.58497, 0.85305], [-0.56659, 0.46936, -2.12484], [1.16552, 0.26645, -2.44698], [-0.01822, -0.44489, -3.54879], [-2.44898, -2.32055, -5.75107], [-3.88912, -1.47298, -5.14923], [-2.36653, -0.58794, -5.36179], [-3.74703, -0.86907, 0.07375], [-2.27468, -1.34428, 0.88320], [-2.83365, -2.60519, -1.14449]],
  "atomic_forces_ev_per_a": [[-1.166, 0.643, -0.216], [0.579, -0.335, 0.096], [-0.078, -0.292, 0.222], [-0.127, -0.116, -0.072], [-0.215, -0.123, -0.110], [2.423, -1.248, 0.557], [1.572, 1.009, -0.617], [0.042, 1.240, -0.079], [0.345, -0.510, 0.132], [-0.648, -0.142, -0.456], [-0.001, -0.343, -0.055], [-0.457, -0.295, -0.255], [-0.418, -0.405, -0.360], [0.172, 0.137, 0.092], [1.685, -0.062, 0.049], [0.424, 1.421, 0.490], [0.498, 0.206, 0.536], [0.703, -0.889, 0.281], [-0.922, 0.242, -0.136], [0.358, -0.845, -0.085], [-2.163, -0.325, 0.157], [-1.028, 1.303, -0.496], [-0.190, -0.224, 0.246], [-0.204, 0.259, 0.208], [0.099, 0.470, -0.263], [0.471, -0.475, 0.211], [-0.385, 0.044, -0.233], [-0.381, -0.439, -0.295], [0.392, 0.403, 0.106], [-0.339, -0.260, -0.060], [-0.237, 0.016, -0.027], [-0.146, 0.004, 0.018], [-0.372, 0.166, 0.046], [0.248, -0.293, 0.153], [-0.290, -0.676, -0.181], [-0.006, 0.576, 0.172], [-0.027, 0.041, 0.002], [0.008, 0.021, -0.048], [0.039, 0.174, 0.119], [-0.254, 0.134, -0.172], [-0.082, -0.205, 0.060], [-0.120, 0.079, -0.037], [0.012, 0.066, 0.274], [0.125, 0.036, -0.009], [-0.063, -0.047, 0.003], [0.084, 0.129, -0.014], [0.050, -0.159, -0.106], [-0.011, -0.112, 0.152]],
  "nbo_charge": [-0.555, -0.615, -0.639, -0.742, -0.698, 0.765, 0.671, 0.661, -0.028, 0.141, 0.248, -0.226, -0.234, -0.137, 0.234, -0.239, 0.201, -0.466, -0.865, -0.597, -0.641, -0.479, -0.721, -0.417, -0.438, -0.126, 0.524, 0.501, 0.273, 0.258, 0.231, 0.218, 0.246, 0.459, 0.406, 0.389, 0.405, 0.418, 0.495, 0.212, 0.258, 0.252, 0.223, 0.220, 0.212, 0.256, 0.241, 0.240]
}